{"formula": "C23H24BN9S2Zr", "method": "the ωB97M-V functional and the def2-TZVPD basis", "symbols": ["Zr", "C", "C", "C", "C", "N", "N", "B", "N", "C", "C", "C", "C", "N", "N", "C", "C", "C", "C", "N", "N", "C", "C", "C", "C", "N", "H", "H", "H", "H", "H", "H", "H", "H", "H", "H", "H", "H", "H", "H", "H", "H", "H", "H", "H", "H", "S", "C", "N", "C", "C", "C", "C", "C", "C", "S", "H", "H", "H", "H"], "coordinates": [[-0.30937, 0.39319, 0.13438], [2.51852, 2.10563, -1.27557], [2.63115, 0.63612, -1.05329], [3.59984, -0.25816, -1.44422], [3.21303, -1.49328, -0.92258], [2.07870, -1.35212, -0.23875], [1.69530, -0.02661, -0.31497], [1.16905, -2.36280, 0.54028], [0.83972, -1.68990, 1.91609], [1.21749, -2.07383, 3.13420], [0.80086, -1.12551, 4.06485], [0.16020, -0.14604, 3.33663], [-0.51016, 1.11065, 3.77871], [0.18604, -0.48956, 2.01903], [-0.20891, -2.47295, -0.24682], [-0.64375, -3.47956, -1.00176], [-1.90566, -3.17692, -1.50598], [-2.20551, -1.91659, -1.03373], [-3.42483, -1.08348, -1.23042], [-1.16928, -1.48102, -0.26322], [1.75230, -3.70207, 0.72677], [1.14499, -4.79852, 1.28904], [2.10787, -5.73686, 1.49607], [3.31755, -5.14595, 1.03753], [4.68198, -5.74651, 1.02268], [3.09543, -3.92415, 0.59345], [2.59302, 2.34882, -2.33506], [3.32192, 2.63207, -0.75929], [1.57119, 2.50773, -0.89536], [4.48968, -0.05255, -2.01496], [3.68912, -2.46067, -0.95936], [1.76323, -2.99486, 3.27427], [0.95176, -1.15463, 5.13056], [-0.20095, 1.37417, 4.78753], [-1.59579, 0.99077, 3.79038], [-0.23748, 1.95440, 3.13416], [-0.04163, -4.36613, -1.12897], [-2.52335, -3.80773, -2.12298], [-3.63790, -0.95101, -2.29103], [-3.32617, -0.10061, -0.76081], [-4.29083, -1.57190, -0.78244], [0.08692, -4.81909, 1.50133], [1.98162, -6.72250, 1.91098], [4.66756, -6.74862, 1.44304], [5.37732, -5.13829, 1.60054], [5.06749, -5.80656, 0.00523], [-0.52578, 0.69760, -2.53604], [-1.37900, 1.98407, -1.90529], [-1.44767, 2.17198, -0.54562], [-2.18566, 3.26823, -0.21792], [-2.45843, 3.74051, 1.07614], [-3.22281, 4.86677, 1.19372], [-3.73433, 5.54999, 0.04416], [-3.48453, 5.10637, -1.23417], [-2.70778, 3.96098, -1.36944], [-2.23186, 3.18012, -2.82072], [-2.07648, 3.22890, 1.94957], [-3.45368, 5.26092, 2.17468], [-4.33309, 6.43936, 0.19369], [-3.87556, 5.62770, -2.09744]], "forces_ev_per_a": [[0.2065, -0.5319, -0.1024], [0.0166, -0.0240, -0.0154], [0.0872, -0.0152, 0.0293], [-0.0287, 0.0441, -0.0182], [0.0033, 0.0121, 0.0612], [0.1106, -0.0369, -0.0096], [-0.1572, -0.0391, -0.0915], [0.0189, -0.0756, 0.0369], [-0.0196, 0.0360, 0.1025], [0.0020, -0.0096, -0.0377], [-0.0298, 0.0503, 0.0170], [0.0231, -0.0271, 0.0240], [0.0055, -0.0406, -0.0023], [-0.1048, 0.2034, -0.0104], [0.0099, -0.0988, 0.0370], [-0.0097, -0.0011, 0.0293], [-0.0179, 0.0432, -0.0074], [-0.0332, -0.0579, 0.0110], [0.0205, -0.0239, -0.0082], [0.1530, 0.0572, -0.0310], [-0.1432, 0.0193, -0.0384], [0.0608, 0.0157, 0.0076], [0.0084, -0.0481, -0.0100], [-0.0859, 0.0576, 0.0226], [0.0653, 0.0344, -0.0174], [0.1056, -0.0113, 0.0042], [-0.0158, 0.0032, 0.0014], [-0.0029, -0.0031, 0.0130], [0.0066, 0.0165, -0.0080], [-0.0042, -0.0048, -0.0092], [0.0012, -0.0022, 0.0133], [-0.0005, -0.0047, -0.0111], [0.0016, -0.0012, -0.0006], [0.0062, 0.0122, -0.0027], [0.0011, 0.0041, 0.0050], [-0.0037, 0.0094, 0.0109], [0.0037, 0.0020, 0.0088], [0.0048, 0.0005, -0.0060], [0.0059, 0.0111, 0.0016], [-0.0179, 0.0043, -0.0060], [0.0023, 0.0029, 0.0111], [-0.0008, -0.0011, 0.0039], [-0.0037, -0.0005, -0.0066], [-0.0016, -0.0031, 0.0039], [-0.0125, -0.0119, 0.0187], [-0.0247, -0.0236, -0.0041], [-0.1653, 0.2665, -0.0079], [0.0436, 0.0110, -0.1703], [-0.1307, 0.2210, 0.1005], [0.0556, -0.0709, 0.0225], [-0.0207, 0.0308, 0.0038], [0.0244, -0.0374, 0.0157], [-0.0064, 0.0129, -0.0142], [-0.0009, 0.0010, -0.0143], [0.0073, 0.0052, -0.0368], [-0.0037, -0.0074, 0.0765], [-0.0029, 0.0068, 0.0032], [-0.0075, 0.0116, -0.0059], [-0.0014, -0.0008, 0.0008], [-0.0039, 0.0073, 0.0062]], "mulliken_charge": [1.555, -1.159, 0.606, -1.538, 0.314, 0.558, -0.260, 0.101, 0.667, 0.141, -1.549, 0.734, -1.471, -0.509, 0.855, 0.100, -1.409, 0.566, -1.223, -0.512, 0.682, -0.444, -1.169, 0.669, -1.251, -1.082, 0.363, 0.362, 0.174, 0.517, 0.649, 0.524, 0.504, 0.450, 0.288, 0.340, 0.630, 0.523, 0.350, 0.200, 0.380, 0.613, 0.453, 0.376, 0.316, 0.319, -0.118, 0.231, 0.187, -0.114, -0.522, -0.680, -0.586, -0.577, 1.249, -0.050, 0.281, 0.474, 0.446, 0.477], "orbital_gap_ev": [5.862, 3.518], "charge": 3, "e_above_lowest_ev": 0.168, "s_squared": 0.79, "spin_multiplicity": 2, "lumo_ev": [-10.4200, -12.7645]}

{"formula": "C23H24CaN6O2", "method": "the ωB97M-V functional and the def2-TZVPD basis", "symbols": ["Ca", "C", "C", "C", "C", "C", "N", "C", "C", "C", "C", "C", "C", "C", "N", "C", "C", "C", "N", "C", "C", "N", "C", "C", "C", "N", "H", "H", "H", "H", "H", "H", "H", "H", "H", "H", "H", "H", "H", "H", "H", "H", "H", "H", "N", "C", "C", "C", "O", "O", "H", "H", "H", "H", "H", "H"], "coordinates": [[-0.55326, 0.63885, 0.27709], [5.31370, -3.63794, 0.57385], [4.34605, -2.57360, 0.13558], [3.90310, -2.49250, -1.18654], [2.96109, -1.56707, -1.56926], [2.39187, -0.62886, -0.67623], [1.35951, 0.19331, -1.06515], [1.44447, 0.72641, -2.34159], [2.61563, 1.38324, -2.77235], [2.71490, 2.01977, -3.98810], [1.63068, 2.07040, -4.86578], [1.70302, 2.83611, -6.15751], [0.47807, 1.41458, -4.47904], [0.38856, 0.71886, -3.27059], [-0.79867, -0.05235, -3.08516], [-1.44143, -0.73713, -4.05742], [-2.59941, -1.24358, -3.51606], [-2.58234, -0.80600, -2.18582], [-1.48728, -0.10314, -1.93330], [2.91573, -0.66884, 0.63179], [3.83127, -1.64983, 1.02280], [2.62095, 0.32822, 1.60980], [3.50337, 0.83448, 2.50011], [2.81709, 1.68879, 3.33142], [1.49857, 1.64445, 2.86485], [1.39486, 0.83127, 1.82129], [6.11665, -3.76550, -0.15338], [4.81790, -4.60552, 0.68268], [5.76780, -3.39199, 1.53387], [4.29076, -3.18912, -1.92170], [2.61387, -1.55375, -2.59515], [3.46083, 1.38364, -2.09443], [3.64369, 2.51136, -4.25528], [2.68154, 2.72699, -6.62630], [1.53663, 3.90354, -5.99564], [0.95066, 2.49009, -6.86635], [-0.38949, 1.43431, -5.12813], [-1.01475, -0.82098, -5.04109], [-3.34315, -1.84337, -4.00891], [-3.30193, -0.94496, -1.39502], [4.14689, -1.67423, 2.05944], [4.54386, 0.56709, 2.45522], [3.22015, 2.26781, 4.14253], [0.61600, 2.15913, 3.20985], [-0.99561, -1.60573, 1.45110], [-1.65382, -1.34374, 2.75265], [-2.95803, -0.57462, 2.56916], [-2.67059, 0.67076, 1.73182], [-3.18414, 0.77537, 0.60143], [-1.70976, 1.39763, 2.13057], [-1.56491, -2.23650, 0.89394], [-0.11039, -2.07883, 1.60392], [-0.96597, -0.73260, 3.33680], [-1.84942, -2.26785, 3.30553], [-3.35273, -0.30712, 3.55054], [-3.70666, -1.18199, 2.05731]], "forces_ev_per_a": [[0.0488, -0.0520, -0.3816], [0.0116, -0.0338, 0.0122], [-0.0057, -0.0029, -0.0114], [0.0277, -0.0076, 0.0283], [-0.0503, 0.0186, 0.0011], [0.0416, -0.0780, 0.0240], [-0.0974, 0.0833, 0.1125], [-0.0171, -0.0113, -0.1568], [-0.0118, 0.0039, 0.0559], [-0.0083, 0.0009, -0.0113], [-0.0075, -0.0149, 0.0194], [-0.0048, 0.0211, -0.0372], [0.0184, -0.0062, 0.0280], [0.1180, 0.1160, -0.0396], [-0.0404, -0.1974, -0.0570], [0.0384, -0.0253, 0.0489], [0.0082, 0.0128, -0.0154], [0.0306, -0.0643, 0.0904], [0.0996, 0.4200, 0.2509], [0.0438, -0.1426, -0.0561], [-0.0312, 0.0347, -0.0176], [0.0872, 0.1659, 0.0530], [-0.0278, 0.0278, -0.0489], [0.0448, -0.0211, -0.0055], [-0.0372, 0.0832, -0.0680], [-0.3786, -0.2597, -0.0598], [0.0012, 0.0062, -0.0022], [0.0029, -0.0024, -0.0032], [-0.0058, 0.0097, 0.0028], [-0.0033, -0.0031, -0.0113], [-0.0083, 0.0111, -0.0034], [-0.0029, -0.0039, 0.0102], [0.0016, 0.0034, -0.0058], [0.0040, -0.0061, 0.0040], [0.0019, 0.0009, 0.0061], [-0.0055, 0.0006, 0.0036], [-0.0072, -0.0100, -0.0101], [-0.0151, -0.0127, -0.0155], [-0.0079, 0.0017, -0.0063], [-0.0273, 0.0062, -0.0061], [0.0134, 0.0040, 0.0100], [0.0141, -0.0014, 0.0117], [-0.0154, 0.0107, 0.0160], [-0.0035, -0.0006, 0.0329], [-0.1381, 0.1189, -0.0168], [0.0049, -0.0462, 0.1244], [-0.2025, 0.0608, 0.0163], [0.1852, -0.2890, -0.0032], [0.1291, -0.1521, -0.1321], [0.0972, 0.1589, 0.2531], [0.0032, 0.0185, -0.0047], [0.0077, 0.0222, -0.0237], [-0.0166, -0.0134, 0.0101], [0.0403, -0.0057, -0.0254], [0.0427, 0.0355, 0.0077], [0.0093, 0.0062, 0.0028]], "mulliken_charge": [1.791, -1.529, 0.448, -0.987, -0.106, 0.055, -0.032, 0.071, 0.033, -0.937, 0.485, -1.518, -0.393, -0.135, 0.139, -0.238, -1.119, -0.276, -0.357, 0.006, -0.533, 0.048, -0.226, -1.144, -0.361, -0.140, 0.369, 0.290, 0.353, 0.376, 0.479, 0.495, 0.373, 0.373, 0.289, 0.355, 0.517, 0.493, 0.411, 0.483, 0.488, 0.512, 0.404, 0.547, -0.418, -0.572, -0.469, 0.406, -0.638, -0.700, 0.178, 0.217, 0.260, 0.421, 0.353, 0.312], "orbital_gap_ev": 7.299, "e_above_lowest_ev": 0.177, "lumo_ev": 0.5246}

{"formula": "C23H24ClCuNO7S2", "method": "the ωB97M-V functional and the def2-TZVPD basis", "symbols": ["Cu", "O", "C", "O", "C", "C", "C", "C", "S", "C", "C", "H", "H", "H", "H", "H", "O", "Cl", "O", "O", "O", "O", "S", "C", "C", "C", "C", "C", "C", "C", "C", "C", "C", "C", "C", "H", "H", "H", "H", "H", "H", "H", "H", "H", "H", "C", "C", "C", "C", "N", "H", "H", "H", "H", "H", "H", "H", "H", "H"], "coordinates": [[-2.26132, -0.38539, 2.02832], [-1.41271, 4.05298, -8.34172], [-0.60334, 4.16789, -7.23936], [0.42061, 4.79973, -7.36093], [-1.06294, 3.51031, -6.01193], [-0.26035, 3.58641, -4.86336], [-0.63571, 2.99559, -3.68151], [-1.85168, 2.27209, -3.53772], [-2.33313, 1.53541, -2.07525], [-2.65152, 2.21239, -4.71237], [-2.27208, 2.80393, -5.89166], [-2.17842, 3.52140, -8.09947], [0.67435, 4.12978, -4.92662], [0.00106, 3.08597, -2.80968], [-3.58884, 1.67367, -4.65253], [-2.96209, 2.69627, -6.72741], [-5.84732, -0.79087, 3.60915], [-4.74657, 0.12711, 3.67602], [-3.74137, -0.35515, 4.58730], [-5.19798, 1.43212, 4.06497], [-4.15085, 0.23417, 2.31860], [-1.11752, -1.94557, 1.19957], [0.22138, -1.61042, 1.83621], [0.91569, -3.41547, 1.39159], [0.50181, -4.11705, 0.26516], [1.00171, -5.38740, 0.02196], [1.90683, -5.97140, 0.90456], [2.31002, -5.27598, 2.03340], [1.80776, -3.99895, 2.27208], [1.23490, -0.91630, 0.52878], [2.62036, -0.98526, 0.55924], [3.35203, -0.40334, -0.46632], [2.69789, 0.22602, -1.51822], [1.31013, 0.28231, -1.54138], [0.57310, -0.28445, -0.51155], [-0.20831, -3.65812, -0.41055], [0.68068, -5.93058, -0.86017], [2.28627, -6.96850, 0.71272], [3.00889, -5.72681, 2.72945], [2.11323, -3.45215, 3.16084], [3.12184, -1.49429, 1.37452], [4.43512, -0.44751, -0.44731], [3.26999, 0.67175, -2.32346], [0.77980, 0.76942, -2.34951], [-0.50647, -0.21642, -0.52700], [-0.61603, 1.57864, 4.14506], [0.40838, 0.66265, 3.47143], [1.45692, 1.53689, 2.76692], [1.09801, -0.18569, 4.54794], [-0.34646, -0.16297, 2.54099], [-0.13716, 2.17557, 4.92849], [-1.42662, 0.99463, 4.58251], [-1.05341, 2.25843, 3.41187], [1.94035, 2.20800, 3.48416], [0.97985, 2.13971, 1.99242], [2.23025, 0.93587, 2.28955], [1.56532, 0.46102, 5.29706], [1.87319, -0.81958, 4.11028], [0.37247, -0.83254, 5.04387]], "forces_ev_per_a": [[-0.2557, 0.2945, 0.3595], [0.0179, 0.0129, -0.0232], [-0.0061, -0.0233, 0.0993], [-0.0105, -0.0032, -0.0317], [0.0161, 0.0417, -0.0717], [-0.0149, -0.0273, 0.0230], [0.0446, 0.0397, 0.0655], [-0.0182, 0.0004, -0.0088], [0.0666, 0.0623, -0.1409], [-0.0226, -0.0502, 0.0074], [-0.0247, -0.0268, 0.0078], [-0.0088, -0.0051, -0.0030], [-0.0019, 0.0096, -0.0251], [-0.0013, -0.0117, 0.0088], [-0.0008, 0.0067, 0.0002], [0.0199, 0.0197, -0.0141], [-0.0264, 0.0129, -0.0083], [0.1104, 0.0156, -0.1532], [-0.0108, 0.0101, -0.0341], [-0.0201, -0.0026, -0.0091], [0.0267, -0.1189, 0.1977], [0.2300, -0.2283, -0.0208], [-0.2028, 0.5197, -0.3875], [0.0065, -0.1897, 0.1715], [0.0537, 0.0192, 0.0095], [-0.0063, -0.0134, -0.0267], [-0.0115, -0.0136, -0.0086], [0.0077, 0.0005, -0.0073], [0.0372, 0.0190, 0.0383], [-0.0354, -0.0826, -0.0441], [-0.0089, -0.0153, -0.0667], [0.0377, -0.0249, 0.0522], [-0.0230, 0.0239, -0.0511], [0.0142, -0.0081, 0.0194], [0.0910, 0.0990, -0.0340], [-0.0269, 0.0024, 0.0048], [0.0071, -0.0091, 0.0018], [0.0087, 0.0059, -0.0010], [-0.0002, -0.0005, 0.0073], [-0.0135, 0.0016, 0.0097], [0.0088, -0.0165, -0.0011], [-0.0039, -0.0020, 0.0008], [0.0037, 0.0031, 0.0071], [-0.0085, 0.0278, -0.0179], [-0.0348, -0.0377, 0.0276], [0.0202, 0.0412, 0.0694], [-0.0352, -0.0648, -0.0829], [0.0116, 0.0331, 0.0089], [0.0216, -0.0136, 0.0665], [-0.0150, -0.3093, 0.0588], [-0.0014, 0.0218, -0.0207], [0.0248, -0.0285, 0.0128], [-0.0181, -0.0175, -0.0216], [-0.0053, 0.0201, 0.0015], [-0.0168, -0.0143, -0.0090], [0.0152, -0.0187, 0.0193], [0.0115, -0.0104, 0.0011], [0.0113, 0.0081, -0.0175], [-0.0345, 0.0152, -0.0157]], "mulliken_charge": [0.072, -0.508, 0.665, -0.636, 0.800, -0.404, -0.498, -0.025, -0.379, -1.004, -0.501, 0.276, 0.391, 0.472, 0.340, 0.108, -0.668, 1.742, -0.658, -0.657, -0.472, -0.912, 1.255, -0.195, -0.474, -0.664, -0.290, -0.755, 0.119, 0.689, -0.501, -0.535, -0.466, -0.466, -0.618, 0.449, 0.349, 0.350, 0.366, 0.323, 0.341, 0.363, 0.395, 0.452, 0.265, -1.984, 1.706, -1.572, -1.567, -0.158, 0.411, 0.332, 0.374, 0.452, 0.324, 0.316, 0.467, 0.267, 0.335], "orbital_gap_ev": [6.011, 5.950], "charge": -2, "e_above_lowest_ev": 0.585, "s_squared": 0.76, "spin_multiplicity": 2, "lumo_ev": [4.1555, 4.0941]}